w:
{
  "formula": "C4H9N",
  "method": "ωB97M-V/def2-TZVPD",
  "smiles": "C[C@H]1CN1C",
  "orbital_gap_ev": 9.87,
  "homo_ev": -8.63,
  "symbols": ["C", "C", "C", "N", "C", "H", "H", "H", "H", "H", "H", "H", "H", "H"],
  "coordinates": [[1.676, -0.926, 0.120], [0.449, -0.178, 0.594], [0.269, 1.237, 0.150], [-0.476, 0.168, -0.446], [-1.900, -0.003, -0.529], [2.558, -0.658, 0.710], [1.540, -2.012, 0.163], [1.866, -0.654, -0.924], [0.086, -0.424, 1.598], [1.034, 1.650, -0.506], [-0.184, 1.960, 0.832], [-2.511, 0.244, 0.354], [-2.245, 0.615, -1.365], [-2.088, -1.049, -0.796]]
}

=====

x:
{
  "formula": "C4H9N",
  "method": "ωB97M-V/def2-TZVPD",
  "smiles": "C=C[C@H](C)N",
  "orbital_gap_ev": 10.37,
  "homo_ev": -9.13,
  "symbols": ["C", "C", "C", "C", "N", "H", "H", "H", "H", "H", "H", "H", "H", "H"],
  "coordinates": [[2.044, 0.062, 0.589], [0.782, 0.427, 0.568], [-0.309, -0.415, -0.136], [-0.848, 0.276, -1.398], [-1.398, -0.687, 0.792], [2.716, 0.599, 1.229], [2.443, -0.815, 0.080], [0.412, 1.358, 1.108], [0.200, -1.352, -0.456], [-1.423, 1.143, -1.017], [-0.004, 0.637, -2.012], [-1.563, -0.400, -1.914], [-1.086, -1.038, 1.693], [-1.967, 0.205, 0.876]]
}

=====

y:
{
  "formula": "C4H9N",
  "method": "ωB97M-V/def2-TZVPD",
  "orbital_gap_ev": 5.76,
  "homo_ev": -6.30,
  "symbols": ["N", "C", "C", "C", "C", "H", "H", "H", "H", "H", "H", "H", "H", "H"],
  "coordinates": [[-0.814, 0.357, 0.130], [-0.136, 0.070, -1.107], [1.359, 0.150, -0.745], [1.431, -0.071, 0.686], [0.002, -0.289, 1.161], [-7.398, -0.853, -0.236], [-0.397, 0.756, -1.953], [-0.358, -0.982, -1.532], [-7.547, -0.113, -0.359], [2.160, 0.079, -1.534], [1.363, 1.051, 0.103], [2.300, -0.312, 1.270], [-0.192, 0.072, 2.142], [-0.168, -1.354, 1.221]]
}

=====

z:
{
  "formula": "C4H9N",
  "method": "ωB97M-V/def2-TZVPD",
  "smiles": "C1CCNC1",
  "orbital_gap_ev": 10.22,
  "homo_ev": -9.04,
  "symbols": ["C", "C", "C", "N", "C", "H", "H", "H", "H", "H", "H", "H", "H", "H"],
  "coordinates": [[-1.052, -0.432, -0.337], [0.294, -1.097, -0.082], [1.210, 0.091, -0.398], [0.661, 1.127, 0.494], [-0.808, 0.951, 0.374], [-1.100, -0.131, -1.388], [-1.930, -0.981, -0.037], [0.388, -1.218, 1.002], [0.530, -2.068, -0.503], [1.123, 0.329, -1.457], [2.250, -0.114, -0.186], [0.953, 0.811, 1.414], [-1.326, 0.955, 1.331], [-1.191, 1.776, -0.225]]
}

=====

Energy comparison, zero being the most stable, in kcal/mol: w 20.0; x 7.2; y 138.1; z 0.0.

=====

w:
{
  "formula": "C4H9N",
  "method": "ωB97M-V/def2-TZVPD",
  "smiles": "C=CCNC",
  "orbital_gap_ev": 9.97,
  "homo_ev": -8.76,
  "symbols": ["C", "C", "C", "N", "C", "H", "H", "H", "H", "H", "H", "H", "H", "H"],
  "coordinates": [[0.874, 2.289, 0.348], [0.551, 1.057, 0.651], [-0.671, 0.249, 0.084], [0.151, -1.032, -0.333], [-0.708, -2.155, -0.479], [1.720, 2.875, 0.566], [0.479, 3.087, -0.412], [1.234, 0.363, 1.159], [-1.219, 0.703, -0.703], [-1.450, -0.037, 0.833], [0.753, -0.968, -1.159], [-1.384, -2.273, 0.396], [-0.191, -3.075, -0.607], [-1.273, -2.089, -1.359]]
}

=====

x:
{
  "formula": "C4H9N",
  "method": "ωB97M-V/def2-TZVPD",
  "smiles": "CC/C=C/N",
  "orbital_gap_ev": 9.24,
  "homo_ev": -7.97,
  "symbols": ["C", "C", "C", "C", "N", "H", "H", "H", "H", "H", "H", "H", "H", "H"],
  "coordinates": [[0.820, -0.918, -1.824], [0.782, -0.722, -0.299], [-0.418, 0.001, 0.241], [-0.344, 0.904, 1.206], [-1.428, 1.621, 1.720], [1.239, -1.900, -2.040], [1.458, -0.199, -2.326], [-0.181, -0.942, -2.254], [0.896, -1.694, 0.210], [1.729, -0.301, -0.018], [-1.337, -0.270, -0.263], [0.596, 1.212, 1.615], [-1.478, 1.757, 2.714], [-2.334, 1.452, 1.318]]
}

=====

y:
{
  "formula": "C4H9N",
  "method": "ωB97M-V/def2-TZVPD",
  "smiles": "C=CC.C=N",
  "orbital_gap_ev": 10.29,
  "homo_ev": -9.30,
  "symbols": ["C", "C", "C", "H", "H", "H", "H", "H", "H", "C", "N", "H", "H", "H"],
  "coordinates": [[0.707, 3.161, 0.600], [0.251, 2.528, 1.698], [0.706, 1.068, 1.872], [0.694, 4.247, 0.529], [1.063, 2.649, -0.284], [-0.364, 3.081, 2.388], [1.039, 0.795, 0.881], [-0.240, 0.589, 2.157], [1.411, 0.924, 2.686], [-1.326, -2.963, -1.993], [-0.227, -3.599, -2.136], [-1.397, -2.131, -1.302], [-2.224, -3.312, -2.506], [-0.497, -4.465, -2.602]]
}

=====

Energy comparison, zero being the most stable, in kcal/mol: w 39.2; x 0.0; y 35.9.

=====

w:
{
  "formula": "C4H9N",
  "method": "ωB97M-V/def2-TZVPD",
  "smiles": "C=NCCC",
  "orbital_gap_ev": 10.50,
  "homo_ev": -9.29,
  "symbols": ["C", "N", "C", "C", "C", "H", "H", "H", "H", "H", "H", "H", "H", "H"],
  "coordinates": [[-1.580, -1.701, 0.602], [-1.062, -0.842, -0.155], [0.225, -0.170, 0.476], [0.533, 1.241, 0.093], [1.524, 1.270, -1.038], [-1.480, -1.615, 1.733], [-2.277, -2.415, 0.201], [0.940, -0.866, 0.145], [-0.061, -0.411, 1.464], [0.971, 1.717, 0.935], [-0.334, 1.801, -0.257], [2.350, 0.674, -0.712], [2.021, 2.245, -1.295], [1.096, 0.929, -1.934]]
}

=====

x:
{
  "formula": "C4H9N",
  "method": "ωB97M-V/def2-TZVPD",
  "smiles": "CC(C)=CN",
  "orbital_gap_ev": 8.88,
  "homo_ev": -7.82,
  "symbols": ["C", "C", "C", "C", "N", "H", "H", "H", "H", "H", "H", "H", "H", "H"],
  "coordinates": [[1.334, 0.297, -0.466], [0.060, -0.355, -0.028], [-0.555, -1.359, -0.984], [-0.726, 0.136, 0.937], [-0.416, 1.247, 1.737], [1.920, 0.686, 0.365], [1.144, 1.138, -1.145], [1.997, -0.357, -1.033], [0.186, -2.136, -1.204], [-0.866, -0.884, -1.916], [-1.393, -1.904, -0.551], [-1.743, -0.230, 0.959], [-1.208, 1.839, 1.960], [0.265, 1.881, 1.369]]
}

=====

y:
{
  "formula": "C4H9N",
  "method": "ωB97M-V/def2-TZVPD",
  "smiles": "C1CCNC1",
  "orbital_gap_ev": 10.36,
  "homo_ev": -9.28,
  "symbols": ["C", "C", "C", "N", "C", "H", "H", "H", "H", "H", "H", "H", "H", "H"],
  "coordinates": [[-1.081, 0.779, -0.143], [0.401, 1.202, 0.025], [1.258, -0.177, 0.113], [0.345, -1.222, -0.151], [-1.027, -0.804, 0.175], [-1.302, 1.281, -1.139], [-1.412, 1.488, 0.701], [0.559, 1.947, 0.914], [0.991, 1.867, -0.698], [1.992, -0.299, 1.162], [2.051, -0.183, -0.764], [0.466, -1.120, -1.057], [-1.828, -1.369, -0.303], [-1.238, -1.059, 1.227]]
}

=====

Energy comparison, zero being the most stable, in kcal/mol: w 27.7; x 0.0; y 50.6.

=====

w:
{
  "formula": "C4H9N",
  "method": "ωB97M-V/def2-TZVPD",
  "smiles": "C[C@H]1C[C@H]1N",
  "orbital_gap_ev": 9.55,
  "homo_ev": -8.70,
  "symbols": ["C", "C", "C", "C", "N", "H", "H", "H", "H", "H", "H", "H", "H", "H"],
  "coordinates": [[1.769, -0.672, -0.225], [0.769, 0.400, 0.331], [-0.317, 1.374, -0.252], [-0.648, 0.030, 0.348], [-1.577, -0.908, -0.253], [2.302, -1.207, 0.676], [2.527, 0.084, -0.805], [1.110, -1.194, -0.976], [1.307, 0.637, 1.383], [-0.858, 2.331, -0.007], [-0.198, 1.311, -1.372], [-1.002, -0.048, 1.363], [-0.994, -1.759, 0.344], [-2.585, -0.587, -0.048]]
}

=====

x:
{
  "formula": "C4H9N",
  "method": "ωB97M-V/def2-TZVPD",
  "smiles": "NCC1CC1",
  "orbital_gap_ev": 10.55,
  "homo_ev": -9.39,
  "symbols": ["N", "C", "C", "C", "C", "H", "H", "H", "H", "H", "H", "H", "H", "H"],
  "coordinates": [[2.036, 0.306, 0.187], [0.913, -0.762, -0.002], [-0.296, -0.173, 0.603], [-1.014, 0.901, -0.092], [-1.607, -0.476, -0.047], [2.719, 0.326, -0.831], [1.353, 1.323, 0.155], [0.752, -1.009, -1.036], [1.322, -1.678, 0.401], [-0.233, 0.015, 1.705], [-1.298, 1.858, 0.456], [-0.484, 1.153, -1.077], [-2.395, -0.767, 0.622], [-1.767, -1.017, -1.044]]
}

=====

Energy comparison, zero being the most stable, in kcal/mol: w 41.3; x 0.0.